Record 1
The following is a DFT calculation (ωB97M-V/def2-TZVPD) of the molecule C23H17NO5S at a distorted geometry.

Computed properties:
E_LUMO: -0.5 eV
HOMO level: -8.7 eV
orbital gap: 8.246 eV
spin multiplicity: 1
F_max: 3.84 eV/Å

Cartesian coordinates (Å):
O 6.5246 1.8427 -2.7653
O 5.0172 -2.7503 -2.7999
N -2.8258 -0.8388 0.4084
O 5.5892 1.0275 -0.8767
O 3.7819 -0.8812 -2.2452
O -5.0339 0.5206 0.6383
S -0.0060 -1.7180 1.6898
C 5.5608 1.6332 -2.0606
C 4.7342 -1.8457 -2.0404
C -2.1654 0.2924 0.5850
C -2.2387 -3.8151 -1.7531
C -4.2609 3.8511 1.8877
C -0.9937 -4.2719 -1.2873
C -2.8576 3.7616 2.0102
C -2.8334 -2.6998 -1.1023
C 3.9380 1.2078 0.7683
C -4.9685 2.7418 1.4318
C -0.3773 -3.6087 -0.2074
C -2.2049 2.5840 1.6427
C 2.6370 0.9855 1.2479
C 2.1481 -0.4676 -0.5973
C -2.2175 -2.0027 -0.0605
C 4.3175 0.6494 -0.4507
C 3.4433 -0.2452 -1.0971
C -4.2984 1.5888 1.0712
C -0.9375 -2.4475 0.3562
C -2.9097 1.4742 1.1164
C 1.7058 0.1649 0.5739
C -0.7211 0.4364 0.1429
C 0.3261 -0.0234 1.1612
H -4.4815 -0.2825 0.6077
H 4.6338 1.9264 -2.4841
H 5.2502 -1.8656 -1.1112
H -2.7342 -4.3866 -2.5159
H -4.7395 4.7713 2.1652
H -0.6087 -5.2002 -1.6884
H -2.3153 4.6646 2.3095
H -3.8176 -2.3592 -1.4425
H 4.5830 1.9053 1.3582
H -6.0458 2.8171 1.4092
H 0.5894 -3.9584 0.1211
H -1.1405 2.5527 1.7067
H 2.2918 1.4312 2.1904
H 1.4963 -1.1270 -1.1902
H -0.5973 -0.0729 -0.8271
H -0.5243 1.4932 -0.0859
H 0.2868 0.5444 2.0896

Atomic partial charges in e from the natural (NBO) method, atoms 1 to 4:
1. O -0.534
2. O -0.518
3. N -0.518
4. O -0.475

=====

Record 2
The following is a DFT calculation (ωB97M-V/def2-TZVPD) of a cluster of 6 separate species, C33H40BF3N9O3 in total.

Computed properties:
E_LUMO: -3.1 eV
HOMO level: -10.4 eV
orbital gap: 7.312 eV
spin multiplicity: 1
net charge: +1
F_max: 0.51 eV/Å

Cartesian coordinates (Å):
C -5.7372 2.3119 -2.5500
C -5.1880 1.1348 -1.7674
O -4.2564 1.5474 -0.7429
B -3.2495 2.3826 -1.0563
O -3.1077 3.6103 -0.5058
C -2.1109 1.8989 -2.1029
N -2.1833 2.1456 -3.4039
C -1.0849 1.5914 -3.9669
N -0.7980 1.6201 -5.2559
C -1.6711 2.2627 -6.2322
C -2.5663 1.2544 -6.9387
C -3.6074 1.9770 -7.7749
O -3.1400 0.3732 -5.9888
N -0.3307 0.9963 -3.0171
N -0.9922 1.2040 -1.8277
C -0.4691 0.7442 -0.5567
F 0.1023 1.7301 0.0986
F -1.4588 0.2632 0.1603
F 0.4317 -0.1936 -0.8128
H -6.7119 2.0475 -2.9534
H -5.8615 3.1837 -1.9128
H -5.0966 2.5696 -3.3935
H -5.9806 0.6076 -1.2489
H -4.6980 0.4188 -2.4302
H -2.6250 4.2358 -1.0615
H 0.0317 1.1439 -5.5694
H -1.0528 2.7931 -6.9531
H -2.2775 3.0015 -5.7158
H -1.9704 0.6213 -7.5961
H -4.1883 2.6515 -7.1436
H -3.1292 2.5903 -8.5363
H -4.2652 1.2583 -8.2508
H -3.7778 0.8649 -5.4559
H 0.5368 0.4872 -3.0698
N 1.7267 -4.6373 1.5959
C 1.3653 -3.5850 0.8688
C 2.0584 -3.1539 -0.2511
C 3.1855 -3.8591 -0.6460
C 3.5731 -4.9604 0.0989
C 2.8133 -5.3027 1.2098
H 0.4801 -3.0568 1.2099
H 1.7203 -2.2845 -0.7974
H 3.7619 -3.5578 -1.5122
H 4.4503 -5.5300 -0.1765
H 3.0886 -6.1552 1.8210
N 2.0145 -2.0247 5.4624
C 2.3468 -3.0450 4.6731
C 3.0627 -4.1509 5.1039
C 3.4603 -4.2017 6.4301
C 3.1216 -3.1479 7.2629
C 2.3988 -2.0846 6.7380
H 2.0169 -2.9792 3.6435
H 3.2953 -4.9504 4.4138
H 4.0207 -5.0476 6.8074
H 3.4085 -3.1450 8.3058
H 2.1111 -1.2479 7.3668
N 1.0100 0.5785 8.4904
C 1.6809 1.7183 8.3435
C 1.4487 2.8487 9.1126
C 0.4649 2.7928 10.0868
C -0.2427 1.6127 10.2494
C 0.0678 0.5382 9.4294
H 2.4423 1.7232 7.5707
H 2.0280 3.7473 8.9510
H 0.2544 3.6529 10.7091
H -1.0188 1.5222 10.9967
H -0.4629 -0.4023 9.5287
N 5.3635 -6.3283 -2.3718
C 6.4257 -7.0234 -2.7742
C 6.3842 -7.9756 -3.7813
C 5.1736 -8.2236 -4.4069
C 4.0582 -7.5102 -3.9977
C 4.2056 -6.5799 -2.9808
H 7.3563 -6.8054 -2.2625
H 7.2814 -8.5086 -4.0637
H 5.0998 -8.9611 -5.1952
H 3.0904 -7.6741 -4.4512
H 3.3500 -6.0126 -2.6289
N -3.9077 7.0776 -1.8056
C -2.6097 6.7948 -1.7475
C -1.7209 7.3929 -0.8694
C -2.2112 8.3575 -0.0012
C -3.5589 8.6699 -0.0520
C -4.3639 8.0035 -0.9667
H -2.2634 6.0450 -2.4584
H -0.6752 7.1162 -0.8682
H -1.5544 8.8552 0.6996
H -3.9849 9.4154 0.6046
H -5.4235 8.2218 -1.0302

Atomic partial charges in e from the Mulliken method, atoms 1 to 4:
1. C -1.035
2. C -0.211
3. O -0.590
4. B 0.968

=====

Record 3
The following is a DFT calculation (ωB97M-V/def2-TZVPD) of a structure of composition C24H25AsN2O9S2Sn.

Computed properties:
E_LUMO: 4.5 eV
HOMO level: -2.1 eV
orbital gap: 6.620 eV
spin multiplicity: 1
energy relative to the best compared isomer or geometry (same formula, charge and spin): 0.136 eV
net charge: -2
F_max: 0.74 eV/Å

Cartesian coordinates (Å):
Sn -0.6764 0.0796 -0.8682
C -0.9385 -4.0574 -2.2681
O 0.3273 -4.6057 -1.8958
C 1.3339 -3.8396 -1.3741
C 2.4236 -4.5658 -0.9392
C 3.5506 -3.9511 -0.3863
C 3.5638 -2.5806 -0.2768
C 2.4789 -1.8135 -0.7186
C 2.6250 -0.3700 -0.6532
N 1.7319 0.4982 -0.9417
N 2.2157 1.8067 -0.9369
C 1.2480 2.6645 -1.1152
O 0.0064 2.4217 -1.2215
C 1.6857 4.1038 -1.2096
C 2.9452 4.5209 -0.7889
C 3.3099 5.8564 -0.8813
C 2.4220 6.7921 -1.4014
C 1.1625 6.3809 -1.8182
C 0.7951 5.0453 -1.7141
C 1.3288 -2.4104 -1.2899
O 0.3526 -1.6918 -1.7680
H -1.5284 -4.9206 -2.5796
H -0.8469 -3.3514 -3.0895
H -1.4307 -3.5558 -1.4383
H 2.3682 -5.6450 -1.0311
H 4.3884 -4.5479 -0.0465
H 4.4187 -2.0699 0.1541
H 3.6097 0.0058 -0.3717
H 3.6231 3.7778 -0.3905
H 4.2896 6.1729 -0.5416
H 2.7096 7.8348 -1.4749
H 0.4621 7.1052 -2.2187
H -0.1883 4.7009 -2.0088
O -0.1454 -0.4230 3.6926
S 0.4111 -0.6856 2.3916
O 1.8330 -0.4587 2.2538
O -0.3572 0.0154 1.3149
C 0.1881 -2.4510 2.0826
C 1.3279 -3.1997 2.3723
C 1.3336 -4.5768 2.2461
C 0.1943 -5.2299 1.8164
C -0.9459 -4.5027 1.5209
C -0.9789 -3.1148 1.6540
S -2.5597 -2.3543 1.1992
O -3.4931 -3.4660 1.1284
O -2.8596 -1.3638 2.2063
O -2.2834 -1.7831 -0.1413
H 2.2182 -2.6658 2.6720
H 2.2400 -5.1330 2.4554
H 0.1943 -6.3071 1.6925
H -1.8485 -4.9910 1.1829
C -4.6543 4.0661 -0.4112
As -3.3921 2.5502 -0.4549
C -2.3367 3.1248 1.0910
C -4.5407 1.2958 0.5175
H -5.0209 4.2269 0.6052
H -5.4988 3.8603 -1.0706
H -4.1523 4.9697 -0.7609
H -2.9900 3.4499 1.9032
H -1.6643 3.9302 0.7966
H -1.7314 2.2842 1.4357
H -5.0755 1.8040 1.3238
H -3.9233 0.5057 0.9511
H -5.2555 0.8325 -0.1627

Atomic partial charges in e from the natural (NBO) method, atoms 1 to 4:
1. Sn 1.499
2. C -0.243
3. O -0.527
4. C 0.222

=====

Record 4
The following is a DFT calculation (ωB97M-V/def2-TZVPD) of the molecule C3H5Br at a distorted geometry.

Computed properties:
E_LUMO (spin up / spin down): -0.3 / -0.3 eV
HOMO level (spin up / spin down): -9.6 / -9.6 eV
orbital gap (spin up / spin down): 9.268 / 9.269 eV
spin multiplicity: 1
energy relative to the best compared isomer or geometry (same formula, charge and spin): 1.102 eV
F_max: 4.36 eV/Å

Cartesian coordinates (Å):
C 0.9408 -0.4000 -1.1959
C -0.0167 -0.6383 -0.2629
C -0.7962 0.1023 0.7797
Br -0.9480 -2.8074 -0.5590
H 1.1112 -1.1370 -2.0100
H 1.6770 0.3976 -1.0990
H -0.1821 0.8605 1.2320
H -1.5390 0.7161 0.1595
H -1.2692 -0.4301 1.5110

Atomic partial charges in e from the natural (NBO) method, atoms 1 to 4:
1. C -0.495
2. C 0.218
3. C -0.705
4. Br -0.233

=====

Record 5
The following is a DFT calculation (ωB97M-V/def2-TZVPD) of a structure of composition C20H57CrCu3N3O15P2 at a distorted geometry.

Computed properties:
E_LUMO (spin up / spin down): 1.5 / 1.5 eV
HOMO level (spin up / spin down): -3.3 / -4.4 eV
orbital gap (spin up / spin down): 4.757 / 5.861 eV
spin multiplicity: 5
net charge: -1
F_max: 3.97 eV/Å

Cartesian coordinates (Å):
Cr 1.4297 -0.1337 -2.4887
Cu 2.0998 1.5826 1.1329
Cu 3.3835 -1.7230 -0.3864
Cu 0.5712 -3.1016 -1.2033
P 2.6644 -2.5178 -3.0987
O 3.3451 -3.2335 -4.3079
O 1.1779 -2.0244 -3.2819
O 3.2559 -1.1419 -2.6911
O 2.6235 -3.4192 -1.8029
P 0.7405 -0.6390 0.2582
O 1.3065 -2.0077 0.7045
O -0.0670 -0.7609 -1.0571
O 1.9518 0.0532 -0.4765
O 0.2843 0.3011 1.3826
C -2.3859 3.6771 0.1766
C -2.2163 2.1799 0.4451
O -1.5492 2.0729 1.7145
H -1.4327 4.1824 0.0208
H -3.0098 4.1539 0.9326
H -2.9494 3.8114 -0.7467
H -1.6648 1.7613 -0.3967
H -3.1202 1.5842 0.5722
H -0.9462 1.3307 1.6301
C 3.3135 -3.9262 4.5558
C 2.2492 -3.2715 3.6359
O 3.0002 -2.8243 2.5134
H 3.9130 -4.7239 4.1173
H 2.8526 -4.4375 5.4009
H 3.9583 -3.1224 4.9111
H 1.6906 -2.4670 4.1144
H 1.5451 -4.0407 3.3186
H 2.3494 -2.5919 1.8471
C -4.4531 -2.5872 -1.1199
C -3.0993 -2.2687 -0.4421
O -2.0230 -2.6291 -1.2587
H -5.2598 -2.1051 -0.5677
H -4.7273 -3.6363 -1.0084
H -4.5105 -2.3107 -2.1726
H -3.0190 -2.7989 0.5069
H -3.0240 -1.1991 -0.2462
H -1.3898 -1.9300 -1.0799
C -1.5153 -2.7977 2.8733
C -1.7416 -1.2874 3.2895
O -0.4983 -0.7301 3.5263
H -0.9460 -3.3779 3.5995
H -0.9270 -2.8792 1.9593
H -2.4221 -3.3101 2.5521
H -2.2228 -1.2920 4.2675
H -2.2894 -0.6852 2.5646
H -0.2634 -0.3142 2.6936
C 2.2695 2.3646 -6.0900
C 2.3516 1.7911 -4.6993
C 1.6103 2.7094 -3.7055
O 1.4557 2.0577 -2.4604
C 0.8909 2.8824 -1.4942
N 1.7835 0.4818 -4.7749
H 1.2500 2.4502 -6.4660
H 2.8048 1.7325 -6.7985
H 2.7443 3.3379 -6.2140
H 3.3774 1.7473 -4.3334
H 0.5972 2.9316 -4.0407
H 2.0844 3.6805 -3.5632
H 0.0480 3.4751 -1.8497
H 1.6364 3.4919 -0.9835
H 0.4971 2.2178 -0.7253
H 2.3089 -0.1574 -5.3541
H 0.9220 0.5832 -5.2923
C 3.7423 0.1858 5.0776
C 2.4129 0.3867 4.4182
C 1.7130 1.6934 4.8657
O 1.5634 1.7413 6.2929
C 0.5734 0.8842 6.8097
N 2.6083 0.3017 3.0162
H 4.3095 1.1027 4.9176
H 4.3653 -0.5943 4.6399
H 3.6502 0.0338 6.1530
H 1.7853 -0.4554 4.7099
H 0.7689 1.9155 4.3682
H 2.3836 2.5307 4.6727
H -0.3956 1.1983 6.4217
H 0.5772 1.0064 7.8928
H 0.6976 -0.1918 6.6876
H 1.6829 0.2104 2.6220
H 3.0064 -0.6163 2.8790
C -1.9251 1.4550 -4.9430
C -1.8256 1.1969 -3.4798
C -3.1161 0.5523 -2.9205
O -4.1992 1.4859 -3.1671
C -5.4659 0.8878 -2.6858
N -0.6951 0.3618 -3.2823
H -2.8275 2.0254 -5.1630
H -2.0143 0.5821 -5.5896
H -1.0933 1.9745 -5.4187
H -1.6351 2.1165 -2.9265
H -2.9242 0.2563 -1.8891
H -3.4027 -0.3463 -3.4667
H -5.4737 0.9729 -1.5992
H -5.5842 -0.1631 -2.9500
H -6.2441 1.5521 -3.0617
H -0.8343 -0.3175 -4.0167
H -0.8494 -0.1475 -2.4239

Atomic partial charges in e from the Mulliken method, atoms 1 to 4:
1. Cr 0.258
2. Cu -0.105
3. Cu 0.281
4. Cu 0.111

=====

Record 6
The following is a DFT calculation (ωB97M-V/def2-TZVPD) of a cluster of 2 separate species, C9H21PS in total at a distorted geometry.

Computed properties:
E_LUMO: 0.8 eV
HOMO level: -8.3 eV
orbital gap: 9.095 eV
spin multiplicity: 1
energy relative to the best compared isomer or geometry (same formula, charge and spin): 2.898 eV
F_max: 4.98 eV/Å

Cartesian coordinates (Å):
C 1.6350 2.8428 -0.2996
C 0.0382 0.6205 -0.5515
C 1.2050 4.1421 0.3348
C -1.6567 -2.5121 -0.6505
C -2.0846 -2.9821 1.8014
C -0.9347 0.4439 0.6534
C -0.7800 -0.9802 1.2345
C 2.2677 1.9046 0.7182
C -1.8889 -1.8620 0.6988
P 1.8066 0.1350 0.0151
S 0.0906 2.2166 -1.4546
H 2.4003 2.9178 -1.2335
H -0.1961 -0.1542 -1.3137
H 1.9006 4.4740 1.0422
H 0.2704 4.0444 0.6386
H 1.1225 4.8954 -0.4218
H -2.4410 -3.2823 -0.7139
H -1.5922 -1.6223 -1.3764
H -0.8649 -3.1658 -0.7300
H -3.1663 -2.9246 2.0054
H -1.5959 -2.9415 2.7354
H -1.9460 -3.9893 1.3612
H -0.7718 1.1764 1.4779
H -1.8197 0.7514 0.1858
H 0.2158 -1.2988 0.8014
H -0.8409 -0.9455 2.3536
H 3.3016 1.9641 0.6902
H 1.8023 1.9104 1.7584
H -2.8528 -1.2396 0.5908
H 2.3713 0.4077 -1.2716
H 2.1425 -2.4188 -5.6599
H 2.8622 -2.5281 -5.4199

Atomic partial charges in e from the natural (NBO) method, atoms 1 to 4:
1. C -0.233
2. C -0.592
3. C -0.637
4. C -0.615

=====

Record 7
The following is a DFT calculation (ωB97M-V/def2-TZVPD) of a structure of composition C25H48InOP4 at a distorted geometry.

Computed properties:
E_LUMO (spin up / spin down): -12.2 / -11.1 eV
HOMO level (spin up / spin down): -16.4 / -16.5 eV
orbital gap (spin up / spin down): 4.194 / 5.351 eV
spin multiplicity: 1
net charge: +3
F_max: 2.77 eV/Å

Cartesian coordinates (Å):
In 0.4353 -0.7498 -0.4183
P -0.8452 0.3861 -2.4898
P -1.6940 2.0548 0.5667
P -2.7467 -1.1153 0.1628
H 3.7485 -3.7303 2.1300
C 3.3280 -4.5379 1.5244
C 3.3314 -4.5512 0.1940
H 3.9769 -3.9521 -0.4492
C 0.5110 1.0148 -3.5371
C -2.2435 1.4952 -2.9471
C -1.3002 -1.1633 -3.3491
C -1.7545 2.2858 2.3745
C -0.9640 3.7021 0.1442
C -3.4388 2.5237 0.1653
C -2.7206 -2.9260 -0.1580
C -4.4188 -0.7789 -0.5618
C -3.1001 -1.1969 1.9602
H 2.9474 -5.4016 2.0789
H 2.7691 -5.3401 -0.3261
H 1.3745 0.3477 -3.4410
H 0.8148 2.0189 -3.2150
H 0.1907 1.0434 -4.5877
H -2.0798 2.5199 -2.5885
H -3.1941 1.1462 -2.5243
H -2.3577 1.5369 -4.0432
H -0.6630 -1.9810 -2.9910
H -1.1495 -1.0479 -4.4297
H -2.3450 -1.4186 -3.1360
H -2.4908 3.0517 2.6355
H -0.7673 2.5932 2.7334
H -2.0257 1.3380 2.8440
H -1.7367 4.4803 0.2496
H -0.6070 3.6748 -0.8946
H -0.1097 3.9253 0.7982
H -3.9040 3.0290 1.0219
H -4.0229 1.6337 -0.0874
H -3.4453 3.1974 -0.7002
H -3.7547 -3.2725 -0.2609
H -2.2331 -3.4787 0.6526
H -2.1758 -3.1138 -1.0895
H -5.0098 -1.7054 -0.5797
H -4.3048 -0.4309 -1.5980
H -4.9788 -0.0310 0.0146
H -3.7500 -2.0619 2.1451
H -3.5922 -0.2863 2.3218
H -2.1491 -1.3345 2.4929
C 1.1061 -3.1643 0.5867
C 0.8988 -3.1153 2.0029
C 0.3412 -4.1996 2.6332
C 0.0205 -5.3677 1.9137
C 0.2230 -5.3885 0.5220
C 0.5240 -4.2256 -0.1572
O 1.9222 -2.3031 0.0028
H 0.3057 -0.6269 1.3909
H 1.3008 -2.2573 2.5603
H 0.1673 -4.1557 3.7214
H -0.4148 -6.2047 2.4531
H 0.1068 -6.3120 -0.0391
H 0.6114 -4.2468 -1.2544
C 3.4625 0.8292 -1.2310
P 2.2576 1.2446 0.0713
C 3.1830 0.6502 1.5361
C 2.4263 3.0635 0.2048
C 2.4728 3.8566 -0.9491
C 2.4970 5.2483 -0.8617
C 2.5012 5.8634 0.3850
C 2.4873 5.0990 1.5571
C 2.4575 3.6953 1.4661
H 3.4070 -0.2539 -1.3889
H 4.4693 1.0994 -0.8944
H 3.2247 1.3432 -2.1680
H 4.2186 1.0252 1.4913
H 2.6961 0.9866 2.4616
H 3.1818 -0.4492 1.5189
H 2.5266 3.3793 -1.9230
H 2.5320 5.8248 -1.7942
H 2.5220 6.9575 0.4486
H 2.5113 5.5788 2.5322
H 2.4978 3.1328 2.3934

Atomic partial charges in e from the Mulliken method, atoms 1 to 4:
1. In 1.243
2. P 1.090
3. P 0.945
4. P 1.014

=====

Record 8
The following is a DFT calculation (ωB97M-V/def2-TZVPD) of the molecule C5H12N2O at a distorted geometry.

Computed properties:
E_LUMO: 1.0 eV
HOMO level: -9.2 eV
orbital gap: 10.176 eV
spin multiplicity: 1
energy relative to the best compared isomer or geometry (same formula, charge and spin): 1.556 eV
F_max: 3.30 eV/Å

Cartesian coordinates (Å):
C 0.2294 -0.3878 -0.3227
C 1.5677 -0.0113 0.3073
C -0.8956 1.7863 -0.1945
C 2.6844 -0.9159 -0.2075
N -0.9058 0.3808 0.2061
C -2.1879 -0.2694 -0.1826
N -2.5317 -0.8328 0.9874
O -2.7624 -0.1516 -1.2335
H -3.3820 -1.3707 1.0494
H -1.6201 -0.4624 1.5394
H 0.2836 -0.2665 -1.4139
H 0.0198 -1.4403 -0.1124
H 1.4875 -0.0927 1.3935
H 1.8121 1.0262 0.0751
H -0.8785 1.8968 -1.2846
H -0.0234 2.2825 0.2259
H -1.7982 2.2632 0.1851
H 2.4845 -1.9587 0.0399
H 3.6404 -0.6377 0.2335
H 2.7763 -0.8379 -1.2908

Atomic partial charges in e from the natural (NBO) method, atoms 1 to 4:
1. C -0.215
2. C -0.404
3. C -0.415
4. C -0.602

=====

no.,M (Da),calculated total energy (eV)
1,419.5,-46688.77331
2,678.5,-63247.30227
3,743.2,-135044.84271
4,121.0,-73232.52555
5,884.3,-237772.91728
6,192.3,-29794.08662
7,603.4,-71049.54722
8,116.2,-10406.86813